Density functional theory data (ωB97M-V with the def2-TZVPD basis set) for one molecule with the formula C5H11N3.

Its HOMO-LUMO gap is 9.7760 eV. For the molar mass, the calculation gives 113.16 g/mol. The energy above the lowest of the compared OMol25 structures with the same formula, charge and spin comes out at 3.733 eV. The LUMO energy is 0.89 eV. As for the SMILES: [H]/N=C(/C)NNCC=C.

The geometry in ORCA input format:
```
! wB97M-V def2-TZVPD RIJCOSX def2/J DEFGRID3
* xyz 0 1
H 0.0643 2.3495 1.3462
N 0.7703 2.6468 0.6749
C 0.7903 1.9200 -0.3586
C 1.7456 2.2112 -1.4813
N -0.0895 0.8813 -0.6471
N -0.9558 0.4232 0.3454
C -0.5786 -0.6872 1.1206
C -0.7260 -2.2251 0.2959
C -1.1442 -3.3307 0.8855
H 2.3142 3.1032 -1.2368
H 1.2073 2.3723 -2.4160
H 2.4344 1.3756 -1.6202
H 0.1961 0.2090 -1.3506
H -1.9203 0.4302 0.0257
H -1.2233 -0.7947 1.9912
H 0.4542 -1.1322 0.9258
H -0.6232 -2.1626 -0.7849
H -1.4804 -4.1954 0.3275
H -1.2354 -3.3943 1.9570
*
```

These are the natural (NBO) partial charges, in e, on atoms 1 to 4: atom 1 (H): 0.346, atom 2 (N): -0.701, atom 3 (C): 0.434, atom 4 (C): -0.672

---

Density functional theory data (ωB97M-V with the def2-TZVPD basis set) for a 2-piece molecular cluster, C5H11N3O overall.

Its HOMO-LUMO gap is 9.4186 eV. For the molar mass, the calculation gives 129.16 g/mol. The energy above the lowest of the compared OMol25 structures with the same formula, charge and spin comes out at 3.397 eV. The LUMO energy is 0.43 eV.

The geometry in ORCA input format:
```
! wB97M-V def2-TZVPD RIJCOSX def2/J DEFGRID3
* xyz 0 1
C -1.3222 0.0662 -0.2018
C 0.8599 1.4653 -0.2483
C -2.0104 -1.1345 0.4343
C 0.0559 0.4270 0.5167
C 1.1015 -1.5542 -0.0481
N 2.2013 1.6721 0.2640
O -1.2420 -0.0814 -1.5980
N 0.2136 0.4025 1.7847
N 1.6683 -1.7081 -1.0654
H -0.4830 -0.6069 -1.8602
H -1.9364 0.9666 -0.0458
H -0.3651 -0.2714 2.2797
H 1.8293 -1.7521 -2.0466
H 2.6667 0.7725 0.3798
H 2.1236 2.0639 1.2056
H 0.3219 2.4147 -0.2070
H 0.8967 1.1559 -1.3021
H -2.8787 -1.4165 -0.1632
H -2.3591 -0.8915 1.4378
H -1.3419 -1.9902 0.4840
*
```

These are the natural (NBO) partial charges, in e, on atoms 1 to 4: atom 1 (C): 0.029, atom 2 (C): -0.293, atom 3 (C): -0.644, atom 4 (C): 0.284

---

Density functional theory data (ωB97M-V with the def2-TZVPD basis set) for C5H11N3O as an isolated structure.

Its HOMO-LUMO gap is 8.2082 eV. For the molar mass, the calculation gives 129.16 g/mol. The energy above the lowest of the compared OMol25 structures with the same formula, charge and spin comes out at 4.530 eV. The LUMO energy is 0.43 eV.

The geometry in ORCA input format:
```
! wB97M-V def2-TZVPD RIJCOSX def2/J DEFGRID3
* xyz 0 1
C 2.1166 -0.1370 -1.2408
C -2.1875 0.4961 1.0457
C -0.8714 -0.6965 -0.7612
C 0.4304 0.5753 0.7524
C -0.9856 0.0617 0.2808
N -1.2623 -1.5385 -1.6759
N 0.7654 0.0874 2.0364
O 1.0744 -0.6466 -0.4366
N 0.6755 1.8458 0.5362
H -0.9610 -1.4045 -2.6350
H -1.4612 -2.4963 -1.4117
H 1.1496 -0.8474 1.9936
H 1.4087 0.7345 2.4767
H 0.2939 2.1499 -0.3582
H 1.9106 0.8948 -1.5516
H 3.0702 -0.1504 -0.6973
H 2.2332 -0.7774 -2.1213
H -2.1614 1.5856 1.1204
H -2.1193 0.0999 2.0611
H -3.1189 0.1633 0.5863
*
```

These are the natural (NBO) partial charges, in e, on atoms 1 to 4: atom 1 (C): -0.251, atom 2 (C): -0.642, atom 3 (C): 0.467, atom 4 (C): 0.544

---

Density functional theory data (ωB97M-V with the def2-TZVPD basis set) for C5H11N3O4S as an isolated structure.

Its HOMO-LUMO gap (alpha / beta) is 5.3569 / 6.5765 eV. For the molar mass, the calculation gives 209.23 g/mol. The energy above the lowest of the compared OMol25 structures with the same formula, charge and spin comes out at 0.422 eV. The LUMO energy (alpha / beta) is 0.53 / -3.28 eV.

The geometry in ORCA input format:
```
! wB97M-V def2-TZVPD RIJCOSX def2/J DEFGRID3
* xyz 0 3
C 2.3954 1.0934 0.5538
C 1.1997 -0.8617 -0.1026
C -2.6044 -0.8402 0.2979
C 3.0622 -0.2682 -1.4174
C -2.3957 0.7176 0.4916
N 1.2813 1.2599 1.3487
N 2.3903 -0.1546 -0.1908
N 0.2588 0.3546 1.0229
O 3.3698 1.7562 0.6007
O -0.7689 0.7186 -1.5445
O -0.5331 2.5773 0.1605
O 1.2578 -2.0025 0.5863
S -0.7973 1.1954 -0.1066
H 0.5977 -0.9655 -1.1041
H -2.0728 -1.3324 1.1136
H -3.6700 -1.2106 0.4323
H -2.1671 -1.1755 -0.6876
H 3.7422 0.6225 -1.3606
H 3.6593 -1.2927 -1.3593
H 2.3057 -0.1365 -2.2023
H -2.6702 1.0264 1.5275
H -3.1343 1.2823 -0.2065
H 1.0100 2.2222 1.2290
H 2.0072 -1.9010 1.3455
*
```

These are the natural (NBO) partial charges, in e, on atoms 1 to 4: atom 1 (C): 0.750, atom 2 (C): 0.211, atom 3 (C): -0.631, atom 4 (C): -0.412

---

Density functional theory data (ωB97M-V with the def2-TZVPD basis set) for an isolated ion of composition C5H11N4 and charge +1.

Its HOMO-LUMO gap is 7.6247 eV. For the molar mass, the calculation gives 127.17 g/mol. The energy above the lowest of the compared OMol25 structures with the same formula, charge and spin comes out at 2.790 eV. The LUMO energy is -5.86 eV. As for the SMILES: C[C@@]1(N)C=NC=[NH+][C@H]1N.

The geometry in ORCA input format:
```
! wB97M-V def2-TZVPD RIJCOSX def2/J DEFGRID3
* xyz 1 1
C -0.5837 0.6512 1.3830
C -0.3951 0.6395 -0.1633
N -1.5158 1.1226 -0.8767
C 0.8935 1.2943 -0.4350
N 2.0293 0.8274 -0.0640
C 2.1610 -0.4489 0.2070
N 1.1429 -1.2938 -0.1422
C -0.1326 -0.8927 -0.6542
N -0.9771 -1.9410 -0.3014
H -1.3768 0.1318 1.7317
H -0.8685 1.6113 1.5867
H 0.2071 0.2462 2.0020
H -1.1576 1.7503 -1.6403
H -2.0371 1.8014 -0.3603
H 1.0985 2.2445 -1.0726
H 3.0691 -0.7711 0.6173
H 1.5434 -2.1887 -0.2977
H -0.3051 -0.6718 -1.6624
H -0.8816 -2.3279 0.6508
H -1.9138 -1.7844 -0.5084
*
```

These are the natural (NBO) partial charges, in e, on atoms 1 to 4: atom 1 (C): -0.610, atom 2 (C): -0.022, atom 3 (N): -0.803, atom 4 (C): 0.303

---

Density functional theory data (ωB97M-V with the def2-TZVPD basis set) for an isolated ion of composition C5H11N4O3 and charge +1.

Its HOMO-LUMO gap is 11.1706 eV. For the molar mass, the calculation gives 175.17 g/mol. The energy above the lowest of the compared OMol25 structures with the same formula, charge and spin comes out at 0.000 eV. The LUMO energy is -3.09 eV. As for the SMILES: CO[C@]1(C(N)=O)[NH2+]NC(=O)N1C.

The geometry in ORCA input format:
```
! wB97M-V def2-TZVPD RIJCOSX def2/J DEFGRID3
* xyz 1 1
C 0.1921 1.7188 -1.2613
O 0.8665 0.6015 -0.7783
C 0.2353 -0.4827 -0.2789
C 1.3378 -1.6069 0.2069
N 2.2996 -1.1995 1.0414
O 1.1232 -2.7680 -0.1049
N -0.3958 -1.2645 -1.4887
N -1.7469 -1.1296 -1.2053
C -2.0932 -0.6305 0.0835
O -3.1000 -0.5030 0.6877
N -0.8358 -0.3310 0.6154
C -0.7264 0.3521 1.8537
H 1.0012 2.3775 -1.5101
H -0.4301 2.2950 -0.6027
H -0.2238 1.3006 -2.2578
H 2.6438 -0.2661 0.8107
H 2.9529 -1.8297 1.4543
H -0.1696 -0.8825 -2.3377
H 0.0754 -2.3112 -1.4867
H -2.2826 -1.8583 -1.5553
H -1.1834 1.3167 1.8503
H -0.9406 -0.2303 2.7356
H 0.2995 0.6928 1.9779
*
```

These are the natural (NBO) partial charges, in e, on atoms 1 to 4: atom 1 (C): -0.268, atom 2 (O): -0.521, atom 3 (C): 0.530, atom 4 (C): 0.654

---

Density functional theory data (ωB97M-V with the def2-TZVPD basis set) for an isolated ion of composition C5H11N6 and charge +1.

Its HOMO-LUMO gap is 8.6601 eV. For the molar mass, the calculation gives 155.19 g/mol. The energy above the lowest of the compared OMol25 structures with the same formula, charge and spin comes out at 1.444 eV. The LUMO energy is -2.62 eV. As for the SMILES: Cn1[nH]cc(N=C(N)N)c1=[NH2+].

The geometry in ORCA input format:
```
! wB97M-V def2-TZVPD RIJCOSX def2/J DEFGRID3
* xyz 1 1
C 3.4052 -0.3539 -0.0703
N 1.9864 -0.2373 -0.3407
N 1.4738 0.6462 -1.2340
C 0.1202 0.7809 -1.0658
C -0.2935 -0.0564 -0.0175
N -1.5290 -0.5679 0.3007
C -2.5995 0.1376 0.1083
N -3.7621 -0.4548 0.0656
N -2.7032 1.4859 0.0273
C 0.9418 -0.5667 0.4909
N 1.2188 -1.2118 1.6364
H 3.8000 -1.4129 -0.1910
H 3.9499 0.2584 -0.8504
H 3.9066 0.0140 0.8676
H 1.7972 1.0291 -2.0949
H -0.5726 1.3215 -1.6612
H -3.6510 -1.5280 0.1151
H -4.5207 0.0420 -0.3485
H -1.9670 2.0453 0.2451
H -3.6283 1.9384 0.2087
H 0.4814 -1.6598 2.0729
H 2.1457 -1.6502 1.7357
*
```

These are the natural (NBO) partial charges, in e, on atoms 1 to 4: atom 1 (C): -0.473, atom 2 (N): -0.155, atom 3 (N): -0.344, atom 4 (C): -0.028

---

Density functional theory data (ωB97M-V with the def2-TZVPD basis set) for an isolated ion of composition C5H11N6OS and charge +1.

Its HOMO-LUMO gap is 8.7955 eV. For the molar mass, the calculation gives 203.25 g/mol. The energy above the lowest of the compared OMol25 structures with the same formula, charge and spin comes out at 0.000 eV. The LUMO energy is -4.22 eV. As for the SMILES: NN1C(=O)N=N[C@@]2([NH3+])CSC[C@@]12N.

The geometry in ORCA input format:
```
! wB97M-V def2-TZVPD RIJCOSX def2/J DEFGRID3
* xyz 1 1
N 0.4432 2.5599 -0.1512
N -0.3453 1.3997 -0.2375
C -1.3697 1.3895 -1.1663
O -1.5354 2.2598 -1.9705
N -2.2993 0.3504 -0.9481
N -2.1172 -0.7029 -0.4437
C -0.4443 -1.0740 -0.1115
N -0.5036 -2.0341 1.0005
C 0.2864 -1.6226 -1.3016
S 2.0107 -1.6008 -0.6749
C 1.7371 0.0920 -0.0476
C 0.2522 0.2186 0.3867
N 0.1287 0.2472 1.8382
H 0.0222 3.2173 0.5044
H 0.4574 3.0217 -1.0616
H -1.4384 -2.4474 1.0963
H 0.2076 -2.7696 0.8768
H -0.2420 -1.3927 1.8307
H -0.0074 -2.6349 -1.5671
H 0.2032 -0.9841 -2.1802
H 1.9554 0.7925 -0.8519
H 2.4271 0.2752 0.7704
H -0.7306 0.7011 2.1350
H 0.9019 0.7382 2.2747
*
```

These are the natural (NBO) partial charges, in e, on atoms 1 to 4: atom 1 (N): -0.652, atom 2 (N): -0.319, atom 3 (C): 0.692, atom 4 (O): -0.499